Molecular formula: C61H47KO3P3Si
Method: DFT, ωB97M-V/def2-TZVPD

Its charge is -1. The value obtained for the HOMO-LUMO gap is 3.8 eV. The multiplicity is 1. Its LUMO energy is 2.15 eV.

```
116
Properties=species:S:1:pos:R:3:forces:R:3
K 16.0349 13.2360 12.5585 0.4 0.1 -0.1
C 14.2442 11.5323 16.2063 0.4 0.2 -0.8
C 13.5320 12.3837 17.0420 0.1 0.1 0.5
C 12.8255 13.4489 16.5233 0.0 0.4 -0.3
C 12.7108 13.6461 15.1390 -0.3 0.3 0.0
C 13.3417 12.7518 14.3202 2.2 -2.2 -0.4
C 14.2219 11.7205 14.8268 -1.9 0.6 -0.1
P 11.8555 15.0193 14.2219 1.2 1.0 0.6
C 10.1411 14.6257 14.5017 -1.3 -1.3 -0.1
C 9.1349 15.5716 14.6694 -1.0 1.3 0.0
C 7.7678 15.2094 14.6229 0.2 0.7 0.5
C 7.3720 13.8926 14.5166 0.1 0.1 -0.2
C 8.3688 12.9646 14.2474 0.9 -0.4 0.4
C 9.7364 13.2772 14.2708 -1.3 1.4 0.2
C 12.1534 16.4030 15.4293 0.8 1.2 -2.2
C 11.3943 16.4985 16.5514 0.8 0.2 1.9
C 11.7594 17.3626 17.6114 -0.3 -0.1 -0.3
C 12.7827 18.2596 17.4130 0.9 0.5 -1.1
C 13.4530 18.3074 16.1435 -1.7 0.4 1.2
C 13.1244 17.4540 15.0898 -0.4 -0.6 1.7
Si 13.8961 17.8537 13.4187 2.2 -1.1 1.1
C 14.1828 19.8531 13.4133 -0.8 -2.1 -1.0
C 14.9944 20.7765 14.0451 -0.6 1.5 0.5
C 14.5362 22.1056 14.1602 -0.9 -1.0 -1.8
C 13.3801 22.5192 13.4367 1.5 0.3 0.5
C 12.7161 21.6409 12.6334 -0.8 -1.9 -0.1
C 13.0994 20.2841 12.6025 0.9 0.0 1.3
P 12.3720 18.8499 11.7427 -1.0 0.1 -1.4
C 10.6357 18.7822 12.2396 0.3 0.5 1.3
C 10.3283 19.4355 13.4617 -0.3 -0.1 0.2
C 8.9965 19.5056 13.8908 0.4 -0.1 -0.3
C 8.0085 18.8649 13.1292 -1.0 1.3 1.0
C 8.3373 18.0746 12.0408 -0.7 0.3 -0.2
C 9.6379 18.0311 11.5918 0.7 0.0 -0.1
C 12.2859 19.3780 10.0506 -0.5 2.1 -1.2
C 13.4328 19.2984 9.2130 -1.8 0.6 0.5
C 13.2572 19.6096 7.8725 0.6 -0.1 0.0
C 12.1089 20.1327 7.3653 -1.9 -0.3 -0.7
C 10.9927 20.3296 8.2090 0.9 0.6 -0.5
C 11.0902 20.0129 9.5375 0.4 -0.8 0.9
C 15.5700 16.9085 13.6719 -0.4 0.7 -0.7
C 15.7473 15.8714 14.6029 1.3 -0.3 1.3
C 17.0250 15.4213 14.9999 0.2 -0.1 -2.0
C 18.1037 15.7244 14.1007 -0.7 -1.1 1.2
C 17.8613 16.5508 13.0222 2.8 0.1 0.0
C 16.6837 17.2033 12.8439 -1.2 0.6 0.4
P 16.5081 18.4350 11.5258 -1.9 0.4 -0.2
C 17.8263 19.6348 11.8494 -0.1 0.2 1.3
C 18.4348 19.7045 13.1167 0.2 -1.0 -0.8
C 19.6684 20.2891 13.2258 0.1 0.9 -0.2
C 20.2170 21.0042 12.1555 0.7 -0.5 0.7
C 19.5099 21.1319 10.9925 -1.0 1.6 -1.1
C 18.2360 20.5781 10.9245 -0.2 -0.8 -0.9
C 17.0464 17.3742 10.1651 -1.2 -1.5 -2.2
C 18.3629 17.0574 9.9114 1.1 1.8 0.6
C 18.7652 16.0233 9.1045 0.0 -0.8 -0.1
C 17.7617 15.2841 8.4538 2.4 0.0 -0.9
C 16.4735 15.7189 8.4123 -1.3 -0.3 0.5
C 16.0781 16.6886 9.3144 0.2 2.0 1.7
H 14.8797 10.7812 16.6352 0.1 -0.4 0.1
H 13.5787 12.2301 18.1289 0.0 0.2 -0.5
H 12.4347 14.2052 17.1754 -0.4 0.1 0.3
H 13.2785 12.7899 13.2271 -0.3 0.4 0.3
H 14.7091 11.0334 14.1245 0.1 0.3 0.4
H 9.3293 16.6671 14.8739 0.1 -1.4 -0.5
H 6.9987 15.9879 14.6987 0.4 -0.2 0.2
H 6.3258 13.5884 14.6664 0.5 0.2 -0.5
H 8.0719 11.9584 14.0403 0.0 -0.6 0.1
H 10.4819 12.5209 14.1298 0.2 -0.3 -0.2
H 10.5821 15.8246 16.7116 -0.4 -0.4 0.1
H 11.2410 17.2944 18.5656 -0.1 0.2 -0.2
H 13.0858 19.0232 18.1443 -0.3 -0.6 -0.1
H 14.0763 19.1793 15.9851 0.3 -0.3 -0.1
H 15.9573 20.5029 14.4487 0.0 -0.2 0.4
H 15.0503 22.8493 14.7028 0.8 0.6 0.6
H 13.1330 23.5751 13.3900 -0.2 -0.1 0.4
H 11.7517 21.8399 12.2062 -0.1 0.7 -0.6
H 11.1148 19.9235 14.0848 -0.7 -0.4 -0.8
H 8.7930 20.1167 14.7815 -0.2 -0.4 -0.5
H 6.9369 19.1278 13.3203 1.0 -0.7 0.1
H 7.4978 17.6104 11.5136 0.6 -0.1 0.0
H 9.9086 17.4403 10.7206 -0.1 0.1 0.0
H 14.4180 19.1578 9.6192 0.2 -0.6 0.2
H 14.0193 19.4124 7.1602 1.0 0.0 -0.3
H 11.9862 20.2780 6.2751 0.2 0.1 0.8
H 10.1529 20.8762 7.8181 -0.4 0.0 0.0
H 10.2791 20.2589 10.2669 0.7 -0.3 -0.9
H 14.9077 15.4523 15.1136 -0.6 0.2 0.6
H 17.2430 14.7665 15.8644 -0.6 0.3 -0.6
H 19.0279 15.1419 14.2035 -0.1 0.7 0.0
H 18.7396 16.8360 12.3959 -0.8 -0.5 0.3
H 18.0202 19.1779 13.9606 0.0 -0.3 0.0
H 20.1964 20.1908 14.1508 0.3 0.2 0.4
H 21.1940 21.4443 12.2709 0.2 0.1 -0.1
H 19.8100 21.7814 10.1342 0.0 -0.6 1.0
H 17.5249 20.7921 10.1287 0.5 -0.2 -0.4
H 19.0592 17.8152 10.3188 0.2 -1.0 0.0
H 19.8456 15.7807 9.0357 -0.9 0.1 -0.2
H 18.0661 14.4742 7.7994 0.0 -0.1 0.1
H 15.7612 15.2053 7.7529 0.2 0.4 0.4
H 15.0415 17.0389 9.4068 0.3 -0.4 -0.2
O 16.7870 8.1515 13.1646 0.5 0.1 -0.9
C 17.7970 8.1884 12.2094 -0.3 -1.0 0.2
C 18.4358 6.9576 11.9100 -0.1 2.0 0.1
C 19.6068 6.9965 11.1664 0.6 -2.2 0.4
C 20.1101 8.1367 10.5994 1.5 1.1 -1.4
C 19.3600 9.2885 10.7427 0.0 0.9 -0.3
C 18.2159 9.3578 11.5275 -0.1 -0.7 0.2
C 17.5486 10.6682 11.7017 -1.8 3.8 2.0
O 17.7245 11.7158 10.9620 0.3 -2.6 0.5
O 16.8141 10.7726 12.7697 0.9 -0.6 -1.6
H 16.7352 7.2412 13.4998 0.1 0.4 -0.2
H 18.0079 6.0596 12.3255 0.3 -0.3 0.1
H 20.1755 6.0514 11.1266 -0.3 0.5 -0.3
H 21.0809 8.2123 9.9669 -1.8 -0.5 1.3
H 19.6590 10.2358 10.2718 -0.1 -0.5 0.2
```
Positions in Å, forces in eV/Å.

These are the Löwdin partial charges, in e, on atoms 1 to 5: atom 1 (K): 0.8173, atom 2 (C): -0.0878, atom 3 (C): -0.0857, atom 4 (C): -0.0668, atom 5 (C): -0.3835

Molecular formula: C61H48IN3O8Si
Method: DFT, ωB97M-V/def2-TZVPD

For the energy relative to the best compared isomer or geometry (same formula, charge and spin), the calculation gives 0.0 kcal/mol. The value obtained for the HOMO-LUMO gap is 8.4 eV. The structure (SMILES) is C[C@@H](I)C[SiH2]CC(N)(N)N.O=C1c2ccccc2C(=O)c2ccccc21.O=C1c2ccccc2C(=O)c2ccccc21.O=C1c2ccccc2C(=O)c2ccccc21.O=C1c2ccccc2C(=O)c2ccccc21. The multiplicity is 1. Its LUMO energy is -1.08 eV.

```
122
Properties=species:S:1:pos:R:3:forces:R:3
C -3.5685 -4.2797 0.8192 0.0 0.0 0.0
C -3.8297 -3.2065 1.8666 0.0 -0.1 0.0
I -1.9678 -2.7296 2.8786 0.0 0.0 0.0
C -4.4590 -1.9461 1.3022 0.1 0.1 0.0
Si -6.1911 -2.1799 0.5517 0.0 0.0 0.0
C -7.0972 -3.6557 1.3194 0.0 0.0 0.0
C -8.6012 -3.4809 1.6303 0.0 0.1 -0.1
N -8.7576 -2.3857 2.5633 0.0 0.0 0.1
N -9.3926 -3.1103 0.4616 0.0 0.1 0.1
N -9.1873 -4.7176 2.1610 0.0 -0.1 0.0
H -3.3892 -5.2548 1.2738 0.0 0.1 0.0
H -2.7054 -4.0306 0.1999 -0.1 0.1 0.0
H -4.4320 -4.3662 0.1505 0.0 0.0 0.1
H -4.4119 -3.6080 2.6944 0.0 0.0 -0.1
H -4.5254 -1.1680 2.0678 0.0 -0.1 0.0
H -3.8116 -1.5473 0.5127 -0.1 0.0 0.1
H -6.0411 -2.4134 -0.9060 0.0 0.0 0.0
H -6.9491 -0.9258 0.7308 0.0 0.0 0.0
H -6.9923 -4.4987 0.6258 0.0 0.0 0.1
H -6.5882 -3.9632 2.2419 0.0 0.0 0.0
H -8.2098 -2.5325 3.4027 0.0 0.0 0.0
H -9.7346 -2.3066 2.8224 0.0 0.0 0.0
H -9.0373 -2.2501 0.0589 0.0 0.0 0.0
H -9.3849 -3.8421 -0.2370 0.0 0.0 0.0
H -8.9216 -4.8288 3.1318 0.0 0.0 0.0
H -8.8369 -5.5349 1.6721 0.0 0.0 0.0
C -2.8524 -5.0623 -8.6717 0.0 0.0 0.0
C -2.4789 -3.8145 -8.1834 0.0 0.0 0.0
C -3.1538 -3.2571 -7.1108 0.0 0.0 0.0
C -4.2092 -3.9448 -6.5212 0.0 0.0 0.0
C -4.5846 -5.1957 -7.0117 0.0 0.0 0.0
C -3.9014 -5.7518 -8.0880 0.0 0.0 0.0
C -5.7121 -5.9594 -6.4043 0.0 0.0 0.0
O -6.0265 -7.0546 -6.8172 0.0 0.0 0.0
C -6.4399 -5.3236 -5.2675 0.0 0.0 0.0
C -7.5118 -6.0005 -4.6953 0.0 0.0 0.0
C -8.2024 -5.4334 -3.6377 0.0 0.0 0.0
C -7.8223 -4.1896 -3.1447 0.0 0.0 0.0
C -6.7569 -3.5106 -3.7106 0.0 0.0 0.0
C -6.0619 -4.0746 -4.7748 0.0 0.0 0.0
C -4.9163 -3.3228 -5.3650 0.0 0.0 0.0
O -4.5723 -2.2501 -4.9182 0.0 0.0 0.0
H -2.3223 -5.4955 -9.5098 0.0 0.0 0.0
H -1.6588 -3.2779 -8.6423 0.0 0.0 0.0
H -2.8814 -2.2897 -6.7112 0.0 0.0 0.0
H -4.2109 -6.7233 -8.4488 0.0 0.0 0.0
H -7.7846 -6.9669 -5.0970 0.0 0.0 0.0
H -9.0402 -5.9589 -3.1974 0.0 0.0 0.0
H -8.3592 -3.7443 -2.3170 0.0 0.0 0.0
H -6.4468 -2.5425 -3.3418 0.0 0.0 0.0
C 2.8157 4.9585 1.5357 0.0 0.0 0.0
C 4.1970 4.7949 1.5028 0.0 0.0 0.0
C 4.7483 3.5247 1.4700 0.0 0.0 0.0
C 3.9208 2.4069 1.4831 0.0 0.0 0.0
C 2.5363 2.5697 1.5242 0.0 0.0 0.0
C 1.9897 3.8467 1.5384 0.0 0.1 0.0
C 1.6170 1.3981 1.5874 0.0 0.0 0.1
O 0.4166 1.5467 1.6847 0.0 0.0 0.0
C 2.2314 0.0410 1.5557 0.0 0.0 0.0
C 1.4013 -1.0732 1.6042 0.0 0.0 0.0
C 1.9479 -2.3451 1.5739 0.0 0.0 0.0
C 3.3265 -2.5105 1.4921 0.0 0.0 0.0
C 4.1580 -1.4041 1.4469 0.0 0.0 0.0
C 3.6154 -0.1238 1.4828 0.0 0.0 0.0
C 4.5338 1.0501 1.4508 0.0 0.0 0.0
O 5.7379 0.9042 1.4033 0.0 0.0 0.0
H 2.3900 5.9544 1.5573 0.0 0.0 0.0
H 4.8428 5.6631 1.4993 0.0 0.0 0.0
H 5.8190 3.3752 1.4362 0.0 0.0 0.0
H 0.9128 3.9452 1.5442 0.0 0.0 0.0
H 0.3311 -0.9272 1.6634 0.0 0.0 0.0
H 1.2959 -3.2086 1.6129 0.0 0.0 0.0
H 3.7515 -3.5055 1.4632 0.0 0.0 0.0
H 5.2326 -1.5098 1.3799 0.0 0.0 0.0
C 8.5004 -0.8995 1.1680 0.0 0.0 0.0
C 9.1417 -2.1134 1.3909 0.0 0.0 0.0
C 10.1352 -2.5457 0.5282 0.0 0.0 0.0
C 10.4939 -1.7644 -0.5650 0.0 0.0 0.0
C 9.8499 -0.5463 -0.7900 0.0 0.0 0.0
C 8.8525 -0.1192 0.0794 0.0 0.0 0.0
C 10.2085 0.3139 -1.9533 0.0 0.0 0.0
O 9.6637 1.3800 -2.1435 0.0 0.0 0.0
C 11.2657 -0.1876 -2.8800 0.0 0.0 0.0
C 11.6072 0.5817 -3.9872 0.0 0.0 0.0
C 12.5850 0.1396 -4.8617 0.0 0.0 0.0
C 13.2288 -1.0726 -4.6348 0.0 0.0 0.0
C 12.8938 -1.8416 -3.5337 0.0 0.0 0.0
C 11.9108 -1.4030 -2.6527 0.0 0.0 0.0
C 11.5679 -2.2528 -1.4752 0.0 0.0 0.0
O 12.1412 -3.3017 -1.2708 0.0 0.0 0.0
H 7.7164 -0.5569 1.8282 0.0 0.0 0.0
H 8.8651 -2.7230 2.2419 0.0 0.0 0.0
H 10.6500 -3.4847 0.6809 0.0 0.0 0.0
H 8.3575 0.8232 -0.1118 0.0 0.0 0.0
H 11.0929 1.5209 -4.1399 0.0 0.0 0.0
H 12.8490 0.7388 -5.7235 0.0 0.0 0.0
H 13.9933 -1.4152 -5.3199 0.0 0.0 0.0
H 13.3796 -2.7871 -3.3340 0.0 0.0 0.0
C -2.0208 4.1941 4.7041 0.0 0.0 0.0
C -0.9344 4.3247 3.8441 0.0 0.0 0.0
C -0.4515 5.5850 3.5349 0.0 0.0 0.0
C -1.0483 6.7174 4.0751 0.0 0.0 0.0
C -2.1367 6.5847 4.9367 0.0 0.0 0.0
C -2.6191 5.3179 5.2491 0.0 0.0 0.0
C -2.7984 7.7801 5.5317 0.0 0.0 0.0
O -3.7354 7.6703 6.2927 0.0 0.0 0.0
C -2.2626 9.1213 5.1533 0.0 0.0 0.0
C -2.8720 10.2570 5.6754 0.0 0.0 0.0
C -2.3952 11.5134 5.3420 0.0 0.0 0.0
C -1.3060 11.6432 4.4868 0.0 0.0 0.0
C -0.6944 10.5161 3.9652 0.0 0.0 0.0
C -1.1700 9.2516 4.2953 0.0 0.0 0.0
C -0.4951 8.0543 3.7183 0.0 0.0 0.0
O 0.4665 8.1635 2.9862 0.0 0.0 0.0
H -2.4001 3.2098 4.9460 0.0 0.0 0.0
H -0.4736 3.4435 3.4137 0.0 0.0 0.0
H 0.3911 5.7226 2.8730 0.0 0.0 0.0
H -3.4643 5.2397 5.9196 0.0 0.0 0.0
H -3.7162 10.1294 6.3393 0.0 0.0 0.0
H -2.8716 12.3962 5.7482 0.0 0.0 0.0
H -0.9356 12.6266 4.2285 0.0 0.0 0.0
H 0.1542 10.5899 3.2987 0.0 0.0 0.0
```
Positions in Å, forces in eV/Å.

These are the Löwdin partial charges, in e, on atoms 1 to 5: atom 1 (C): -0.1816, atom 2 (C): -0.8530, atom 3 (I): 0.8358, atom 4 (C): -0.4054, atom 5 (Si): 0.6845

The lowest LUMO energy belongs to which entry?
C61H48IN3O8Si

What is the LUMO energy in the first record?
2.15 eV

Number 2 is which compound?
C61H48IN3O8Si

What is the multiplicity in the first record?
1